A molecular structure, C101H161AlN24O, computed with wB97M-V/def2-TZVPD.

Last column: Mulliken charge in e.
CARTESIAN COORDINATES (ANGSTROEM)
Al: -27.9434 24.4478 10.9727  0.835
C: -26.0780 29.5636 9.7146  -0.869
C: -26.1044 28.7684 8.3392  3.808
C: -25.2230 29.6494 7.3763  -0.824
C: -24.9994 29.0226 6.0122  -0.754
C: -24.3553 27.6141 6.2118  -1.569
C: -25.1620 26.6152 7.1305  3.303
N: -25.6097 27.3455 8.3828  0.892
O: -26.1830 26.5359 9.4138  0.916
C: -24.1116 25.5186 7.3985  -2.046
C: -26.2743 26.1390 6.2372  -1.456
C: -27.5398 28.7822 7.8300  0.630
H: -26.7578 29.1571 10.4634  0.259
H: -26.3433 30.6182 9.6394  0.060
H: -25.0758 29.5120 10.1400  -0.745
H: -24.2528 29.9593 7.7645  -0.501
H: -25.7930 30.5571 7.1784  -0.157
H: -24.4876 29.7195 5.3485  0.584
H: -25.9675 28.9197 5.5220  -0.038
H: -23.3300 27.7985 6.5324  -0.129
H: -24.3342 27.3674 5.1503  0.667
H: -23.8714 24.9593 6.4943  0.761
H: -24.5422 24.8542 8.1477  0.019
H: -23.2015 25.8757 7.8803  -0.044
H: -25.8844 25.4028 5.5343  0.543
H: -26.8850 26.8843 5.7277  -0.257
H: -26.9907 25.6282 6.8806  -0.386
H: -27.9258 29.8011 7.8604  -0.977
H: -28.1492 28.1097 8.4337  -0.384
H: -27.5990 28.4944 6.7804  -0.222
C: -19.7553 26.3243 7.7602  0.354
C: -18.4334 25.9840 8.4265  -0.245
C: -17.8597 27.0608 9.3059  0.042
C: -17.5461 28.3167 8.6105  -0.025
N: -17.2993 29.3355 8.0465  -0.522
H: -20.2768 25.5390 7.2129  0.070
H: -19.5829 27.0602 6.9748  -0.204
H: -20.4610 26.7258 8.4875  -0.178
H: -17.6842 25.8660 7.6437  0.476
H: -18.5448 25.0842 9.0315  -0.271
H: -16.9488 26.6105 9.7005  0.496
H: -18.5111 27.3055 10.1448  0.025
C: -27.6623 29.1606 16.8515  -1.534
C: -27.9729 28.2659 15.6239  0.945
C: -28.8649 27.0294 15.8936  -0.618
C: -29.0198 26.2452 14.7085  0.121
N: -29.1272 25.5945 13.7420  -0.357
H: -26.9312 29.9154 16.5617  0.280
H: -27.2260 28.5932 17.6735  0.402
H: -28.5282 29.7357 17.1795  0.430
H: -27.1054 27.9078 15.0695  -0.226
H: -28.5850 28.8818 14.9650  -0.129
H: -29.8775 27.1918 16.2630  0.352
H: -28.4160 26.3660 16.6328  0.353
C: -27.2476 37.8352 12.0658  -1.459
C: -27.6093 36.4908 11.3652  -0.226
C: -26.4948 35.5494 11.0513  0.913
C: -25.5228 36.0728 10.0347  -0.109
N: -24.7830 36.4897 9.2715  -0.555
H: -28.1888 38.2483 12.4285  0.407
H: -26.8471 38.6040 11.4050  0.371
H: -26.6395 37.8014 12.9698  0.355
H: -28.2088 36.6862 10.4761  0.161
H: -28.1325 36.0695 12.2235  0.275
H: -26.8292 34.5664 10.7196  -0.513
H: -25.8799 35.2484 11.8995  0.404
C: -25.5446 21.6195 5.1368  -0.100
C: -25.5621 20.6237 6.2861  -0.377
C: -26.6793 20.7990 7.2620  -0.803
C: -26.6947 22.1879 7.8742  -0.179
N: -26.6817 23.2469 8.3562  0.115
H: -26.5261 21.8960 4.7516  0.261
H: -24.8328 21.2932 4.3786  0.011
H: -25.1378 22.5275 5.5819  -0.090
H: -24.6117 20.7255 6.8099  -0.083
H: -25.6514 19.6393 5.8265  0.506
H: -26.7320 20.0010 8.0026  0.435
H: -27.5893 20.7514 6.6641  0.392
C: -19.7516 23.2314 4.8995  -1.273
C: -20.4898 24.2534 4.0038  0.954
C: -20.2172 24.0820 2.5369  0.050
C: -20.0012 22.7100 2.0143  -0.084
N: -19.8180 21.6286 1.5971  -0.578
H: -20.1945 23.3373 5.8898  0.107
H: -18.6778 23.3900 4.9993  0.353
H: -19.7874 22.1866 4.5910  0.490
H: -20.2182 25.2564 4.3330  -0.150
H: -21.5691 24.1193 4.0761  -0.231
H: -19.4294 24.7746 2.2408  0.514
H: -21.1154 24.3917 2.0026  -0.049
C: -22.4897 22.3824 8.3666  -0.432
C: -22.8767 21.2750 9.3378  -0.595
C: -22.8640 21.8202 10.7447  -0.186
C: -23.9791 22.7712 11.0466  0.293
N: -24.8413 23.5575 11.2324  -0.473
H: -23.1819 23.2232 8.3236  -0.365
H: -22.3537 22.0863 7.3264  0.520
H: -21.5165 22.7464 8.6960  0.321
H: -22.1916 20.4277 9.3658  0.445
H: -23.8444 20.8834 9.0244  0.168
H: -21.8677 22.2348 10.8982  -0.232
H: -22.8767 21.0482 11.5141  0.557
C: -28.9762 23.8576 4.7073  -0.349
C: -30.2509 24.5620 5.1674  -1.269
C: -30.0397 25.8172 6.0411  1.547
C: -29.7827 25.3552 7.4008  -0.582
N: -29.5263 25.0015 8.4574  -0.120
H: -29.3229 23.0962 4.0085  0.605
H: -28.4422 23.3918 5.5355  0.027
H: -28.2854 24.4942 4.1543  -0.147
H: -30.8989 23.8757 5.7125  0.420
H: -30.7591 24.9656 4.2916  0.418
H: -30.8751 26.5173 6.0412  0.424
H: -29.1636 26.3672 5.6972  -0.877
C: -21.2418 29.9232 7.0983  -0.562
C: -20.7725 29.5172 5.6805  0.968
C: -19.4044 30.0204 5.3338  -0.592
C: -19.1015 31.4022 5.6841  0.104
N: -18.8968 32.4814 5.9562  -0.613
H: -21.1745 30.9893 7.3149  0.567
H: -20.6259 29.4483 7.8621  0.350
H: -22.2180 29.4824 7.3004  -0.626
H: -21.4458 30.0011 4.9730  -0.511
H: -20.8111 28.4415 5.5090  0.331
H: -19.1074 29.7484 4.3210  0.334
H: -18.6785 29.4715 5.9338  0.171
C: -34.0482 25.0184 13.7661  -1.084
C: -33.5118 23.7114 13.1031  -0.511
C: -33.3399 23.7192 11.5971  -0.328
C: -32.0251 24.4237 11.3147  0.067
N: -31.0100 25.0032 11.0612  -0.283
H: -34.9694 25.2943 13.2530  0.332
H: -33.3406 25.8413 13.8662  0.261
H: -34.2820 24.7611 14.7992  0.338
H: -34.1976 22.9197 13.4050  0.367
H: -32.5914 23.5599 13.6672  0.299
H: -34.1789 24.1700 11.0670  0.315
H: -33.2174 22.6921 11.2536  0.274
C: -31.3324 30.0040 12.3631  -0.956
C: -31.3396 30.3006 10.7788  -1.018
C: -29.9866 29.9453 10.1741  2.971
C: -29.5289 28.5300 10.4640  -0.347
N: -29.1253 27.5020 10.6887  0.176
H: -32.2805 30.3390 12.7837  0.434
H: -30.4592 30.3422 12.9209  0.059
H: -31.3324 28.9144 12.3947  0.360
H: -31.6509 31.3237 10.5681  0.470
H: -32.0428 29.6376 10.2746  0.399
H: -29.2624 30.6550 10.5742  -0.649
H: -29.9736 30.0508 9.0893  -1.769
C: -30.9923 29.5707 5.9857  -0.565
C: -30.3007 30.6880 5.1596  0.526
C: -31.2118 31.1001 4.0087  -0.660
C: -32.5808 31.5428 4.3416  0.065
N: -33.6185 31.9171 4.6296  -0.438
H: -30.9136 28.5966 5.5029  -0.065
H: -32.0405 29.8334 6.1283  0.643
H: -30.5496 29.6148 6.9808  -0.324
H: -29.3193 30.4720 4.7374  -0.105
H: -30.2146 31.6293 5.7024  0.270
H: -31.3664 30.2563 3.3363  0.340
H: -30.6560 31.8391 3.4316  0.267
C: -24.1507 27.7032 15.2755  -1.396
C: -23.8322 28.4944 14.0478  -0.097
C: -24.9798 28.7595 13.0392  2.475
C: -25.6819 27.4839 12.7098  -0.990
N: -26.3134 26.5801 12.5217  0.081
H: -24.8822 28.1723 15.9336  0.157
H: -23.2652 27.5876 15.9005  0.479
H: -24.2985 26.6535 15.0218  0.339
H: -23.0286 28.0432 13.4659  -0.193
H: -23.5424 29.5005 14.3511  0.439
H: -24.6664 29.2530 12.1192  -1.255
H: -25.7511 29.4193 13.4367  0.014
C: -22.4016 32.0925 10.0637  -0.742
C: -22.2224 33.1902 11.2159  -0.474
C: -20.6681 33.3473 11.6086  -0.673
C: -20.0180 32.2310 12.3084  0.241
N: -19.5823 31.3103 12.9286  -0.536
H: -23.4718 31.9635 9.9020  0.054
H: -21.9234 31.1412 10.2969  0.254
H: -22.0310 32.3939 9.0840  0.515
H: -22.8029 33.0367 12.1257  0.191
H: -22.5546 34.1750 10.8872  0.339
H: -20.4458 34.2109 12.2354  0.475
H: -20.0588 33.4688 10.7130  0.294
C: -25.9861 26.2112 2.2230  0.294
C: -26.7635 26.7297 0.9642  -0.704
C: -28.3013 26.6727 1.2116  -0.705
C: -28.7767 27.4353 2.3421  0.236
N: -29.0610 28.0848 3.2448  -0.301
H: -25.9240 27.0489 2.9176  -0.027
H: -25.0065 25.8334 1.9303  0.296
H: -26.3887 25.3047 2.6749  -0.469
H: -26.5702 26.1433 0.0660  0.403
H: -26.5710 27.7476 0.6252  0.373
H: -28.6916 25.6714 1.3937  0.263
H: -28.7293 27.0679 0.2903  0.443
N: -24.9321 33.1195 4.5303  1.174
C: -25.3769 34.3865 4.8142  -0.421
C: -24.7720 34.9147 5.9648  -1.636
C: -23.9540 33.9158 6.4460  -0.292
C: -24.0665 32.8232 5.5123  -1.359
H: -25.1165 32.6045 3.6813  -0.026
H: -26.0690 34.8389 4.1194  0.436
H: -24.8582 35.9321 6.3170  0.607
H: -23.3513 33.9256 7.3421  0.496
H: -23.4852 31.9370 5.3046  1.030
N: -20.8533 33.9537 1.8421  0.070
C: -21.3551 33.1693 2.8371  -1.201
C: -22.3161 32.3347 2.2392  0.835
C: -22.3130 32.5777 0.8452  -1.361
C: -21.3996 33.5706 0.6629  -0.533
H: -20.1933 34.6748 2.0962  0.242
H: -21.0512 33.3816 3.8514  0.534
H: -23.1238 31.7191 2.6069  0.558
H: -22.9504 32.1592 0.0804  0.366
H: -21.1338 34.1119 -0.2330  0.424
N: -25.7386 32.1738 14.0522  0.095
C: -25.7987 32.0107 12.6987  -1.434
C: -27.0983 31.9387 12.2361  1.706
C: -27.8554 32.1756 13.4199  -1.019
C: -27.0394 32.2759 14.5482  -1.355
H: -24.9173 32.2112 14.6388  0.268
H: -24.8673 31.9078 12.1617  0.756
H: -27.4114 31.7632 11.2175  -0.223
H: -28.9329 32.1820 13.4926  0.665
H: -27.2417 32.4642 15.5922  0.564
N: -26.8417 33.2787 1.3462  0.074
C: -27.5651 33.4705 2.4992  -1.585
C: -27.6183 32.2526 3.1958  0.519
C: -26.9314 31.3512 2.4608  -0.297
C: -26.2622 31.9968 1.3480  -1.045
H: -26.6570 34.0371 0.7052  0.221
H: -28.1145 34.3933 2.6131  0.539
H: -28.1649 32.0337 4.1012  0.336
H: -26.8822 30.3153 2.7623  0.670
H: -25.5299 31.6998 0.6119  0.494
N: -20.7604 26.9239 1.1700  0.087
C: -22.0241 26.9725 0.6062  -0.988
C: -22.8220 27.8259 1.3712  -1.144
C: -21.9791 28.3370 2.3712  0.564
C: -20.7136 27.7290 2.2712  -1.062
H: -19.9447 26.4814 0.7714  0.308
H: -22.1420 26.4790 -0.3472  0.465
H: -23.8401 28.1182 1.1604  0.735
H: -22.2068 29.1648 3.0265  0.583
H: -19.7585 27.9964 2.6987  0.459
N: -23.3242 27.5895 10.2464  2.802
C: -22.8432 26.4921 10.9323  -0.622
C: -21.5997 26.8016 11.4564  -1.468
C: -21.2078 28.0558 10.9346  -0.777
C: -22.2849 28.4510 10.1750  0.072
H: -24.1931 27.5748 9.7316  -1.497
H: -23.4225 25.5914 11.0728  0.262
H: -20.9783 26.2374 12.1361  0.698
H: -20.2873 28.5951 11.1024  0.903
H: -22.4591 29.3150 9.5510  -0.590
N: -27.4434 33.8809 7.3347  0.612
C: -28.1346 32.7089 7.6457  -0.068
C: -29.2999 32.9385 8.3636  0.223
C: -29.2843 34.3553 8.5355  -1.395
C: -28.1193 34.8834 7.9447  -0.939
H: -26.5087 33.9369 6.9561  0.241
H: -27.6133 31.7865 7.4362  -0.484
H: -30.0328 32.2548 8.7658  0.598
H: -30.0245 34.9634 9.0342  0.503
H: -27.7492 35.8974 7.9126  0.646
N: -24.4372 20.5493 1.4305  0.032
C: -23.4428 21.2967 1.9940  -1.082
C: -24.0038 22.5404 2.2489  0.250
C: -25.3710 22.5822 1.8489  -0.432
C: -25.5998 21.3021 1.4326  -0.962
H: -24.3401 19.5942 1.1169  0.192
H: -22.4116 20.9763 1.9791  0.375
H: -23.4661 23.3816 2.6607  0.559
H: -26.1036 23.3755 1.8276  0.531
H: -26.5002 20.8977 0.9942  0.415
N: -19.7116 23.6209 12.9716  0.028
C: -19.6119 23.7740 11.5724  -0.254
C: -18.5877 22.9691 11.0992  -0.556
C: -17.8879 22.5439 12.1932  -0.829
C: -18.6648 22.7925 13.3303  -0.567
H: -20.4058 23.9225 13.6403  0.214
H: -20.2907 24.3684 10.9788  0.699
H: -18.2654 22.8707 10.0731  0.507
H: -16.9410 22.0315 12.1087  0.414
H: -18.4952 22.4528 14.3413  0.413

The largest force on an atom is 8.85 eV/A. The net charge is +2. Its spin multiplicity is 1. The total energy comes out at -5575.9681 hartree. For the gap between HOMO and LUMO, the calculation gives 2.15 eV. The calculation puts the HOMO energy at -10.90 eV.